(1)
2 unconnected molecules or ions with the total composition C4H10NO2. Source: OMol25; level of theory: ωB97M-V/def2-TZVPD.

The total energy comes out at -363.484072 Eh. The frontier orbital gap is 5.2837 eV. The max |F| comes out at 4.573 eV/Å. As for the net charge: -1.

Last column: natural (NBO) charge in e.
Geometry (Å):
C  -1.0788  -1.0342  -1.0682  -0.6492
C  0.5840  -1.2987  0.7278  -0.7802
C  -1.9384  1.3132  0.2210  -0.2485
C  -0.5918  -0.6102  0.1299  0.3693
N  2.8203  1.1196  -0.2146  -0.5797
O  3.0880  -0.2660  -0.0084  -0.8230
O  -0.9403  0.5545  0.8398  -0.5230
H  -1.9474  -0.7514  -1.6745  0.1875
H  -0.7502  -2.0171  -1.3665  0.2008
H  2.2691  1.3736  0.4991  0.2868
H  0.7247  -1.1600  1.8478  0.1986
H  1.7081  -0.9787  0.2760  0.3655
H  0.5137  -2.2872  0.5098  0.1930
H  -2.9359  1.1814  0.6922  0.1615
H  -2.1006  1.1933  -0.9260  0.1924
H  -1.6720  2.5176  0.5242  0.1628
H  2.2474  1.1502  -1.0094  0.2855

Cartesian forces, eV/Å:
C -1.0 -0.2 0.5
C 1.2 3.0 1.4
C -0.6 3.8 0.0
C 0.9 0.4 -0.1
N 3.4 -1.4 -1.9
O 0.2 -0.6 0.0
O -0.3 -1.2 -1.7
H 0.4 0.6 0.6
H 0.5 0.0 0.0
H -2.7 1.4 3.5
H -0.5 0.0 -1.3
H -0.9 0.6 0.4
H -0.2 -3.2 -0.5
H 0.5 -0.3 -0.2
H 0.9 0.2 2.1
H -0.6 -3.2 -1.2
H -1.1 0.3 -1.6

=====

(2)
2 unconnected molecules or ions with the total composition C5H9F2N. Source: OMol25; level of theory: ωB97M-V/def2-TZVPD.

The total energy comes out at -450.311039 Eh. The frontier orbital gap is 10.6122 eV. The max |F| comes out at 3.260 eV/Å.

Last column: natural (NBO) charge in e.
Geometry (Å):
C  2.0057  -1.0380  0.7871  -0.6264
C  0.7096  -0.8768  1.5642  -0.3626
C  -0.5377  -1.0197  1.1936  0.7372
F  -0.8298  -1.5143  0.0022  -0.3225
F  -1.6424  -0.7879  1.8951  -0.3027
H  2.0404  -1.9705  0.2615  0.2277
H  2.1527  -0.1313  0.2742  0.2195
H  2.6987  -1.1570  1.5272  0.2186
H  0.7192  -0.2394  2.5263  0.2163
C  -0.8516  1.5888  -0.0856  -0.0608
N  -1.6596  1.2800  -0.9619  -0.3790
C  -1.0867  0.7077  -2.1366  -0.4545
H  0.2428  1.5076  -0.1561  0.1301
H  -1.1733  2.1513  0.7732  0.1679
H  0.0303  0.7597  -2.2910  0.1667
H  -1.3666  -0.4082  -2.0952  0.2169
H  -1.4517  1.1479  -3.0781  0.2074

Cartesian forces, eV/Å:
C -3.0 -0.7 0.6
C -0.1 2.2 2.4
C 0.1 -0.8 -0.6
F -0.7 -0.3 -0.2
F 0.6 0.0 -0.3
H -0.2 -0.1 -1.0
H 0.6 0.7 -1.2
H 2.3 0.0 1.8
H 0.4 -1.4 -1.3
C 1.6 1.6 1.5
N -0.7 0.0 -1.4
C 0.4 -2.4 -1.5
H -0.1 -0.3 -0.3
H -0.4 -0.2 0.6
H -0.7 0.0 0.9
H 0.4 1.6 -0.5
H -0.5 -0.2 0.5

=====

(3)
A molecular structure, C12H17InNO6. Source: OMol25; level of theory: ωB97M-V/def2-TZVPD.

The total energy comes out at -1163.289535 Eh. The frontier orbital gap is 4.6970 eV. The max |F| comes out at 8.386 eV/Å. As for the net charge: +1.

Last column: natural (NBO) charge in e.
Geometry (Å):
In  0.3788  -1.0376  0.5223  0.9169
C  2.1859  2.5242  3.9387  -0.0779
C  1.9664  1.5084  2.8835  0.4122
C  2.4508  2.0437  1.4823  0.3800
O  1.9374  1.4496  0.4930  -0.5414
C  3.3620  3.2046  1.3787  -0.0704
C  3.5233  3.9926  2.4598  0.2795
C  2.8969  3.6752  3.8040  0.3075
O  2.8733  4.5292  4.7982  -0.3553
O  4.3703  5.0129  2.4170  -0.3623
O  1.4033  0.4070  2.9582  -0.4855
H  1.6058  2.4254  4.8443  0.2625
H  3.9147  3.3023  0.4560  0.2718
C  -2.2979  -4.0363  1.2663  -0.2564
O  -2.0788  -2.8271  0.7149  -0.5544
C  -3.2635  -2.5698  -0.1496  -0.0831
C  -3.0778  -1.2766  -0.9900  -0.2529
N  -1.7128  -1.1828  -1.4813  -0.6675
C  -1.7060  0.0481  -2.3488  -0.2484
C  -0.3568  -0.0337  -3.0833  -0.0746
O  0.8174  -0.1193  -2.1896  -0.5917
C  2.0309  0.1735  -2.8495  -0.2577
H  -1.4168  -4.2579  1.8685  0.1909
H  -2.3605  -4.9272  0.6414  0.1745
H  -3.1863  -4.0279  1.8979  0.1687
H  -4.0619  -2.5892  0.5922  0.1992
H  -3.5032  -3.3989  -0.8154  0.1829
H  -3.3102  -0.4077  -0.3743  0.2011
H  -3.8772  -1.2884  -1.7309  0.1932
H  -1.4722  -1.9929  -2.0344  0.3744
H  -1.8770  0.9933  -1.8336  0.2143
H  -2.5758  -0.0504  -2.9983  0.2038
H  -0.3180  0.7102  -3.8791  0.2039
H  -0.3035  -1.0093  -3.5664  0.1749
H  2.3710  -0.5368  -3.6031  0.1857
H  2.8741  0.4247  -2.2061  0.2028
H  1.7939  1.1449  -3.2834  0.1788

Cartesian forces, eV/Å:
In -0.3 -0.1 -0.5
C -2.0 -3.4 -0.2
C 0.2 -0.4 -0.4
C -1.9 -1.6 -2.2
O 1.7 1.6 2.2
C -1.8 -3.5 -1.3
C 4.9 6.2 2.8
C 0.4 5.3 2.7
O 0.6 -3.2 -4.1
O -3.6 -3.9 0.1
O 1.2 2.6 0.2
H 0.0 -0.1 0.2
H 0.1 0.4 0.0
C 0.8 -2.4 2.4
O -1.1 1.8 -3.3
C 1.0 0.7 0.8
C -0.5 -1.4 2.1
N -1.0 2.1 0.4
C 1.6 -1.6 0.0
C 0.2 -0.9 0.0
O -1.4 0.0 0.6
C -0.2 1.8 -0.7
H -0.1 0.0 0.5
H -0.2 0.3 -0.9
H -0.1 -0.1 0.3
H -0.5 0.7 -0.4
H 0.7 -0.4 -0.1
H 0.3 0.1 0.1
H 0.2 -0.1 -0.6
H 0.0 -0.1 -0.3
H 0.4 -0.3 0.6
H 0.4 0.2 -0.8
H 0.6 0.4 0.3
H -0.4 0.0 -0.5
H -0.4 -0.2 0.0
H -0.4 -0.6 0.7
H 0.6 0.0 -0.8

=====

(4)
C5H14N2 in the gas phase. Source: OMol25; level of theory: ωB97M-V/def2-TZVPD.

The total energy comes out at -308.345303 Eh. The frontier orbital gap is 9.1396 eV. The max |F| comes out at 2.715 eV/Å.

Last column: natural (NBO) charge in e.
Geometry (Å):
C  -0.2776  -1.8586  2.2241  -0.4096
N  -0.1112  -1.1365  0.9633  -0.6474
C  -0.7823  0.1115  0.7251  -0.2249
C  -0.3491  0.6444  -0.7032  -0.0317
C  -0.8628  2.1146  -0.7105  -0.6387
N  1.0306  0.4882  -0.9903  -0.6747
C  1.5953  -0.6070  -1.7005  -0.4108
H  0.5463  -1.7332  2.9417  0.1817
H  -1.1613  -1.4231  2.7109  0.1882
H  -0.5176  -2.8988  1.9874  0.1943
H  0.8628  -0.9835  0.7511  0.3684
H  -0.5013  0.9512  1.4175  0.1339
H  -1.8459  0.3016  0.7243  0.1951
H  -1.0562  0.2066  -1.4422  0.1904
H  -1.1081  2.6097  0.2403  0.2095
H  -0.3492  2.7905  -1.4050  0.2193
H  -1.9127  2.1151  -1.1004  0.2106
H  1.6008  1.2701  -0.7197  0.3807
H  1.8383  -0.5006  -2.7800  0.1653
H  0.8527  -1.4148  -1.8226  0.2125
H  2.5084  -1.0476  -1.3113  0.1883

Cartesian forces, eV/Å:
C -1.0 0.8 -0.2
N -0.5 -0.4 0.0
C 1.7 2.1 -0.6
C -2.1 0.8 1.1
C -1.6 0.5 -0.9
N 0.4 0.5 0.1
C -0.5 -1.3 -1.8
H 0.0 -0.3 -0.3
H 0.1 -0.3 0.1
H 0.3 0.0 0.4
H 0.0 0.0 -0.1
H 0.5 -0.6 0.0
H -0.8 -1.6 0.2
H 1.2 -0.6 0.2
H 1.1 -0.2 0.1
H 0.2 -0.2 0.4
H 0.7 -0.3 -0.1
H 0.2 -0.1 -0.2
H 0.0 1.0 0.2
H 0.2 0.2 0.8
H 0.0 0.1 0.7